No. 1
Below is a cluster of 8 separate species, C40H100N8O14 in total, with properties calculated with ωB97M-V/def2-TZVPD.

CARTESIAN COORDINATES (ANGSTROEM)
C1 12.6923 9.9983 18.8685
C2 13.7223 11.0949 18.9500
N1 14.0411 11.7562 17.5745
C3 14.9322 12.9621 17.8866
C4 14.6862 10.7455 16.5959
C5 15.9110 9.9617 17.1911
C6 12.7517 12.1353 16.8090
C7 12.1090 13.3965 17.3028
O1 12.1354 13.3386 18.7200
C8 11.5105 14.5456 19.2767
H1 12.8993 9.4915 19.8050
H2 12.9114 9.2577 18.0828
H3 11.7193 10.3977 18.6789
H4 14.7436 10.7765 19.1687
H5 13.5204 11.8544 19.6830
H6 15.7984 12.6411 18.4538
H7 14.3207 13.6692 18.4453
H8 15.2783 13.4520 16.9950
H9 14.9017 11.2888 15.6423
H10 13.8531 10.1775 16.2847
H11 16.5951 10.5399 17.7898
H12 16.4647 9.6122 16.3328
H13 15.4986 9.1105 17.7404
H14 12.1492 11.2234 16.7240
H15 13.0546 12.3706 15.7921
H16 11.1034 13.4669 16.9056
H17 12.6677 14.2647 16.9228
H18 10.5662 14.7817 18.7440
H19 12.1673 15.4372 19.2584
H20 11.2109 14.2794 20.2950
C9 16.7387 17.2347 9.7470
C10 16.0394 16.5498 8.5796
N2 15.6176 15.1519 9.1057
C11 15.1022 14.4814 7.8784
C12 16.7472 14.3293 9.6890
C13 17.9585 14.1268 8.7968
C14 14.4878 15.2762 10.1403
C15 13.1675 15.8408 9.7566
O2 13.3671 17.2312 9.5390
C16 12.1469 17.9364 9.5188
H21 16.0571 17.2640 10.6020
H22 16.8639 18.2597 9.3634
H23 17.6855 16.8175 10.1067
H24 16.7032 16.4856 7.7162
H25 15.1644 17.0918 8.3133
H26 15.8470 14.3744 7.1051
H27 14.3230 15.1499 7.5134
H28 14.7169 13.5077 8.1033
H29 16.3393 13.3417 9.8617
H30 16.9990 14.8504 10.5928
H31 18.7652 13.8083 9.4570
H32 18.1822 15.0574 8.3043
H33 17.8490 13.2813 8.1128
H34 14.8753 15.8452 10.9625
H35 14.3958 14.2523 10.5352
H36 12.6070 15.7263 10.6991
H37 12.6352 15.3628 8.9451
H38 12.3355 18.8594 8.9609
H39 11.8291 18.1934 10.5076
H40 11.3355 17.4345 8.9290
C17 18.6409 11.6836 15.8816
C18 19.8448 12.6719 16.0348
N3 19.7243 14.0719 15.3136
C19 19.7298 13.9223 13.8268
C20 18.4327 14.7085 15.7301
C21 17.9999 16.0167 15.0936
C22 20.9461 14.8775 15.6448
C23 20.9009 15.5811 16.9759
O3 20.7226 14.6454 17.9911
C24 20.7333 15.2533 19.2761
H41 18.9729 10.7650 16.4151
H42 18.3784 11.4732 14.8573
H43 17.7109 12.0781 16.4039
H44 20.7609 12.4166 15.5518
H45 20.0029 12.9203 17.0816
H46 18.7534 13.5323 13.4802
H47 20.5841 13.3776 13.3849
H48 19.7966 14.8766 13.2965
H49 18.5614 14.7500 16.8516
H50 17.6233 13.9946 15.5243
H51 17.0969 16.2728 15.6957
H52 17.6171 15.7666 14.0912
H53 18.6880 16.8346 15.1286
H54 21.1199 15.5688 14.8579
H55 21.8146 14.2420 15.6680
H56 20.1054 16.3660 16.9844
H57 21.8230 16.1521 17.1451
H58 21.6238 15.8186 19.5064
H59 20.5505 14.4918 20.0009
H60 19.8506 15.9410 19.3002
C25 17.8206 8.3291 14.0422
C26 17.0607 9.0237 13.0061
N4 16.9642 8.4978 11.6317
C27 16.5127 7.0916 11.7747
C28 15.9125 9.3738 10.9915
C29 15.7987 9.1039 9.5147
C30 18.3008 8.5929 10.8429
C31 19.5607 8.2317 11.5939
O4 19.9496 9.2373 12.4417
C32 21.2914 9.3364 12.8587
H61 18.3176 9.0995 14.6365
H62 18.6762 7.7480 13.6879
H63 17.2258 7.7166 14.6525
H64 17.4573 9.9909 12.7446
H65 16.0067 9.0726 13.3381
H66 15.5939 7.1979 12.3715
H67 17.1679 6.5160 12.4230
H68 16.4353 6.5319 10.8376
H69 16.2789 10.4349 11.1758
H70 14.9740 9.1962 11.5388
H71 16.7241 9.3431 9.0352
H72 15.0931 9.8289 9.1586
H73 15.4326 8.1282 9.1552
H74 18.4086 9.5876 10.4092
H75 18.1138 7.8977 10.0132
H76 20.3280 7.9897 10.8303
H77 19.4980 7.2597 12.0797
H78 21.2800 9.8103 13.8298
H79 21.8910 9.8432 12.1073
H80 21.6772 8.3181 13.0224
C33 9.0886 9.9629 14.3138
C34 8.8609 10.1038 12.8730
N5 10.1685 10.4132 12.0383
C35 11.0081 9.1283 11.9835
C36 9.8697 10.8969 10.6180
C37 8.8881 9.9899 9.8915
C38 11.0671 11.4737 12.7380
C39 10.5690 12.9213 12.6597
O5 9.8115 13.2250 13.8352
C40 9.2116 14.5580 13.7677
H81 9.2637 10.9432 14.7986
H82 9.9844 9.3725 14.4066
H83 8.2105 9.4290 14.7038
H84 8.1488 10.9241 12.6587
H85 8.5208 9.2618 12.3090
H86 11.7300 9.4059 11.2828
H87 10.3969 8.3295 11.5436
H88 11.3838 8.8532 12.9352
H89 10.8277 11.1364 10.1575
H90 9.4172 11.8421 10.8502
H91 7.8684 10.0426 10.2928
H92 9.1766 8.9511 9.8335
H93 8.8036 10.4177 8.9001
H94 12.0556 11.3184 12.2799
H95 11.2420 11.1260 13.7304
H96 9.9328 13.1293 11.8062
H97 11.4873 13.5333 12.5488
H98 8.4029 14.5019 13.0528
H99 9.9937 15.2285 13.3171
H100 8.9914 14.6893 14.8210
N6 13.6057 8.4412 14.3538
O6 12.5486 8.4162 14.9567
O7 13.6008 8.3310 13.0949
O8 14.7236 8.5047 14.9898
N7 15.6588 13.0739 13.6981
O9 14.5620 12.4844 13.5592
O10 15.9951 14.0621 13.0005
O11 16.5445 12.5801 14.4990
N8 13.4487 11.9782 10.0433
O12 12.7197 12.9835 10.0413
O13 13.0086 10.8363 10.1886
O14 14.6807 12.1100 9.8068

Forces on the atoms, in the same order (eV/Å):
1.7 -0.3 -0.3
1.6 0.1 -1.7
-0.5 0.8 -0.3
-1.0 -0.5 -0.2
1.5 1.4 0.4
-2.0 0.1 -0.9
1.1 0.2 -0.4
0.4 -0.4 0.8
-1.3 2.0 0.0
-0.4 -0.8 0.0
-1.1 -0.3 0.3
0.1 0.3 0.1
-0.7 0.0 0.6
-0.3 -0.7 0.4
-0.5 0.4 -0.1
-0.1 -0.2 0.2
0.2 -0.2 0.2
0.0 -0.1 -0.7
0.4 0.0 1.1
-0.5 -1.5 0.2
0.0 0.4 0.4
0.1 -0.3 -0.1
0.5 0.0 0.0
0.0 0.4 0.5
0.3 -0.2 -0.3
-0.4 0.0 -0.1
0.0 0.0 0.2
0.6 -0.1 0.0
-0.1 -0.6 0.0
0.4 0.2 -0.1
-0.5 1.2 -0.4
1.6 -1.1 2.2
-0.4 0.4 -2.1
-0.8 0.3 -0.1
-0.3 -0.1 -0.4
-0.3 -0.2 0.4
1.3 -1.9 0.3
0.4 0.8 0.9
-0.4 -0.3 -0.4
-0.3 0.5 -1.7
0.2 0.3 -0.2
0.4 -0.1 0.7
-0.1 0.1 -0.6
-0.2 -0.5 0.1
-0.8 0.1 -0.1
0.5 0.2 0.1
-0.1 -0.3 -0.2
-0.3 -0.4 0.3
-0.4 0.2 0.6
0.2 -0.2 0.6
0.2 0.4 0.0
0.7 0.1 -0.4
-0.2 0.4 -0.2
0.3 0.4 0.2
-0.2 0.5 -0.4
-0.3 -0.2 -0.3
-0.1 -0.2 -0.2
0.0 0.0 0.3
-0.4 0.0 0.7
0.6 0.0 0.7
0.6 0.9 1.3
-1.3 0.8 -0.7
-0.2 -0.4 -0.8
-0.7 -0.2 -1.5
-0.1 -0.1 2.0
-1.3 -1.1 0.3
0.0 0.0 1.1
-0.5 1.2 0.0
0.4 -0.2 0.4
-1.8 0.8 -0.5
-0.3 0.5 -0.4
0.0 -0.1 -0.2
1.3 -0.5 -0.7
0.6 -1.3 0.1
0.1 -0.1 -0.2
0.5 -0.3 0.4
-0.4 -0.3 0.9
0.0 0.3 0.7
-0.4 0.3 -1.1
0.5 0.0 -0.1
0.6 0.2 -0.5
0.3 0.5 0.2
0.5 0.4 -0.1
-0.1 0.8 -0.6
0.2 -0.7 -0.2
0.2 -0.5 0.1
0.2 -0.2 -0.3
0.5 0.0 -0.1
0.1 -0.6 0.4
0.7 -0.2 0.3
2.5 -0.1 0.3
-1.3 1.5 -0.6
1.3 -1.0 -0.4
-0.6 -0.4 0.4
0.3 0.3 -0.3
-0.6 0.1 -0.2
-1.1 -0.6 0.1
0.9 -1.2 -1.4
-0.7 1.5 0.5
-0.2 -1.5 -0.1
-0.3 -0.1 0.3
-0.4 0.0 0.1
-0.9 -0.7 0.9
0.1 0.8 0.9
0.5 0.4 0.0
-0.2 -0.4 -0.7
0.5 0.3 -0.1
-0.4 0.5 0.1
-0.7 -1.3 -0.3
0.4 0.1 -0.2
0.6 0.0 -0.5
-0.4 0.4 -0.2
0.3 0.2 0.6
-0.2 0.1 0.3
0.5 0.2 0.2
-0.2 0.6 -0.1
-0.4 -0.2 0.4
0.2 0.5 0.0
0.2 0.2 0.1
0.2 0.2 -0.1
0.2 0.0 0.6
0.4 2.2 -2.8
0.3 -0.1 1.5
-2.3 0.7 -0.8
-0.6 -0.4 1.6
-0.1 0.8 -0.1
-0.1 -0.6 -1.6
0.4 -0.3 0.8
0.4 0.3 -0.5
2.2 -1.6 -0.6
-0.4 -0.6 -0.2
0.2 -0.6 0.8
0.5 0.3 0.3
0.4 -0.2 0.0
-0.5 -0.9 0.4
1.7 -0.1 -0.7
0.1 0.2 0.3
0.4 -0.1 0.7
0.0 -0.6 -0.2
-0.6 0.3 -0.6
0.3 0.0 0.2
0.2 -0.2 -0.2
0.0 -0.3 -0.4
-0.4 0.5 -0.3
-0.3 0.0 0.9
0.2 0.0 -0.3
-0.5 0.1 0.3
-0.7 0.3 0.2
-0.8 -0.1 0.9
-0.5 0.9 -0.3
2.0 -0.8 -0.6
-0.9 0.5 0.8
0.6 0.2 0.7
-1.5 -0.1 -1.1
0.9 -1.0 -0.6
0.9 1.0 0.3
-0.7 -0.5 0.6
-1.5 0.7 -0.7
1.1 0.0 -1.0
-0.5 -0.3 0.3
-0.5 -0.2 0.4
-0.2 0.1 0.3

As for the charge: +2. The frontier orbital gap is 8.868 eV. The strongest force on any atom is 0.0691 Eh/bohr. The calculation puts the HOMO energy at -12.317 eV.



No. 2
Below is a cluster of 2 separate species, CH3N3O3 in total, with properties calculated with ωB97M-V/def2-TZVPD.

CARTESIAN COORDINATES (ANGSTROEM)
C1 0.2643 1.3509 -0.0906
N1 1.3159 -1.6267 -0.0163
N2 -0.2547 0.1388 -0.2254
N3 -1.5534 -0.2820 -0.0356
O1 1.4112 1.6848 -0.0574
O2 -2.3631 0.5993 0.1069
O3 -1.7365 -1.4544 -0.0310
H1 -0.5609 2.1076 -0.0104
H2 1.4976 -1.3968 0.9595
H3 1.9796 -1.1215 -0.5997

Forces on the atoms, in the same order (eV/Å):
-0.9 2.5 0.6
-1.7 0.8 -0.4
1.5 -3.5 -0.5
0.3 0.6 0.3
0.8 -0.4 -0.1
-0.6 0.5 0.0
-0.1 -0.8 0.0
0.3 -0.3 -0.1
0.3 0.3 0.1
0.3 0.3 0.2

As for the charge: 0. The frontier orbital gap (alpha / beta) is 9.293 / 7.577 eV. The strongest force on any atom is 0.0742 Eh/bohr. The calculation puts the HOMO energy (alpha / beta) at -11.117 / -10.945 eV.



No. 3
Below is a structure of composition C19H38AgN2O5, with properties calculated with ωB97M-V/def2-TZVPD.

CARTESIAN COORDINATES (ANGSTROEM)
Ag1 0.5274 1.0555 -0.4501
C1 1.0799 1.2524 -3.2126
O1 0.1624 1.9554 -2.6495
O2 1.4624 0.1360 -2.6339
O3 1.5920 1.5360 -4.3522
C2 3.2409 2.5957 0.2552
C3 2.3564 3.1052 1.4141
C4 1.7037 4.4171 1.0067
C5 0.4487 4.8020 1.7728
C6 -0.5322 3.6023 1.7881
C7 0.0764 2.3558 2.4757
N1 1.3174 2.1275 1.7236
O4 1.9008 0.8541 2.0262
C8 0.1371 2.4928 4.0000
C9 -0.9656 1.2401 2.1906
C10 3.3148 3.3065 2.6286
H1 2.6472 2.0500 -0.4826
H2 3.9325 1.9009 0.7285
H3 3.7705 3.3793 -0.2812
H4 2.4060 5.2406 1.2063
H5 1.5906 4.5925 -0.0655
H6 0.0324 5.7430 1.4089
H7 0.6170 5.0467 2.8282
H8 -0.9471 3.3485 0.8133
H9 -1.3721 3.9770 2.3847
H10 0.7579 3.3614 4.2668
H11 -0.8468 2.8390 4.3152
H12 0.6079 1.7078 4.5890
H13 -0.8328 0.4748 2.9640
H14 -2.0130 1.4810 2.3809
H15 -0.8350 0.8129 1.1948
H16 2.7017 3.5404 3.5056
H17 4.1243 4.0386 2.5927
H18 3.9035 2.4186 2.8854
H19 2.1941 0.9500 2.9491
C11 -0.3518 -3.9081 0.2363
C12 -0.2281 -3.6367 -1.2969
C13 -0.7530 -4.8583 -2.0265
C14 -2.2999 -4.8909 -2.0421
C15 -2.8374 -3.5491 -2.5742
C16 -2.2820 -2.2771 -1.8916
N2 -0.8367 -2.4041 -1.7425
O5 -0.2382 -1.2643 -1.2168
C17 -2.5501 -1.1884 -2.9774
C18 -3.0510 -1.8777 -0.6543
C19 1.2778 -3.5687 -1.6703
H20 0.0529 -3.1183 0.8754
H21 -1.3881 -3.9869 0.5789
H22 0.1735 -4.8267 0.5056
H23 -0.2382 -4.9657 -2.9837
H24 -0.4229 -5.7525 -1.4880
H25 -2.6946 -5.7649 -2.5660
H26 -2.6986 -5.0601 -1.0341
H27 -3.8950 -3.7150 -2.3410
H28 -2.6292 -3.6111 -3.6412
H29 -3.6221 -1.0594 -3.1407
H30 -2.1197 -1.4790 -3.9398
H31 -2.0911 -0.2059 -2.8325
H32 -3.2902 -2.7384 -0.0176
H33 -3.9954 -1.4236 -0.9533
H34 -2.4995 -1.1922 -0.0095
H35 1.2928 -2.9992 -2.6011
H36 1.9316 -3.0472 -0.9674
H37 1.7703 -4.5380 -1.7738
H38 0.2524 -0.8299 -1.9812

Forces on the atoms, in the same order (eV/Å):
0.1 0.4 -1.5
1.1 -0.5 -2.9
-0.4 0.5 1.4
-0.3 -0.4 1.5
-0.8 0.2 1.5
-0.5 -0.7 0.5
1.4 0.8 -0.1
0.4 2.1 0.4
-0.4 -1.0 0.1
-0.1 1.7 1.0
-1.3 0.4 -1.0
-0.5 -1.7 -0.9
-0.1 0.6 0.8
1.1 2.1 -0.1
0.8 -0.9 1.1
-0.4 -0.2 1.0
0.1 0.1 -0.1
0.3 -0.1 -0.5
0.0 0.2 0.3
0.4 -0.4 0.2
-0.5 -1.0 -0.1
-0.3 -0.3 -0.5
0.5 -0.2 0.0
0.4 -0.1 -0.2
-0.2 -0.5 0.0
0.0 0.0 -0.2
-0.1 -0.8 0.4
-0.6 -0.6 -0.2
0.4 -0.5 -0.5
0.1 0.8 -0.4
-0.3 -0.1 0.0
0.2 0.1 0.1
-0.5 0.5 -0.7
-0.5 -0.4 -0.2
0.1 -0.3 -0.2
-0.2 0.4 0.3
1.5 -0.3 1.6
-1.1 -0.8 0.3
1.0 0.4 0.4
-0.1 -2.0 0.9
0.1 0.6 -1.8
-0.6 -0.8 -1.1
-0.2 -0.1 0.3
0.5 0.3 -0.4
-0.3 -0.5 0.9
0.1 0.6 0.1
0.3 0.2 -0.4
-0.1 -0.3 -0.3
0.0 -0.1 -0.1
-0.6 0.4 -0.4
0.2 0.1 0.2
0.1 0.2 -0.5
0.4 0.2 0.2
-0.3 1.0 -0.6
-0.2 0.7 -0.1
-0.1 0.0 0.1
0.0 -0.3 0.1
-0.1 -0.1 0.7
0.0 -0.1 -0.1
0.0 0.1 0.1
0.1 0.2 -0.3
0.4 -0.2 -0.1
-0.5 0.3 0.1
-0.4 -0.2 -0.2
0.6 0.3 0.0

As for the charge: -1. The frontier orbital gap is 4.959 eV. The strongest force on any atom is 0.0608 Eh/bohr. The calculation puts the HOMO energy at -2.801 eV.



Look up the strongest force on any atom of the first one. 0.0691 Eh/bohr